No. 1
# C22H62N2O10

8 unconnected molecules or ions with the total composition C22H62N2O10 in a non-equilibrium geometry (ωB97M-V/def2-TZVPD, OMol25).

Structure (SMILES)   COCCNCCOC.COCCNCCOC.CCO.CCO.CCO.CCO.CCO.O
F_max   3.96 eV/Å
Frontier orbital gap   8.75 eV

```
96
Properties=species:S:1:pos:R:3:forces:R:3
C 1.58479 5.75683 -2.30487 -0.4 1.0 1.4
O 1.94171 7.01295 -1.69874 -0.2 0.3 -0.4
C 0.95931 7.53583 -0.77070 0.7 0.2 -2.0
C 1.22215 7.15215 0.61432 0.9 -2.1 1.5
N 2.62494 6.87422 0.82221 0.9 0.6 0.4
C 2.94019 6.01420 1.95519 0.8 0.4 -0.6
C 4.43934 5.70613 2.05709 -0.2 -1.1 -0.6
O 4.91164 4.94478 0.90023 -0.8 0.9 0.3
C 6.26427 5.10618 0.66734 1.7 -0.4 -1.0
H 0.63518 5.87574 -2.82660 0.1 -0.1 -0.4
H 1.39632 5.08599 -1.46669 0.2 -0.7 -0.2
H 2.40216 5.42840 -2.94685 -0.2 0.1 0.1
H 0.00035 7.09652 -1.04547 -0.4 0.8 -0.2
H 1.04022 8.62272 -0.78623 -0.3 0.0 -0.9
H 0.71384 6.19722 0.74784 -0.7 -0.2 0.7
H 0.84594 7.91851 1.29201 -0.1 -0.2 0.2
H 3.01101 6.54134 -0.04971 0.2 -0.2 0.1
H 2.36211 5.09049 1.92944 -0.2 -0.3 0.2
H 2.73784 6.58165 2.86358 -0.4 -0.2 0.2
H 4.64288 5.02130 2.88030 -0.2 0.3 0.5
H 4.96648 6.64168 2.24406 0.3 0.0 -0.5
H 6.54790 6.06422 0.23167 -0.1 0.7 0.8
H 6.69951 4.48478 -0.11531 -1.1 -0.8 -0.5
H 6.93034 4.75185 1.45404 -0.2 0.7 0.9
C -2.14747 -0.72568 9.32641 1.0 1.3 -0.1
O -2.04458 -1.46616 8.16197 -0.8 -2.0 -1.6
C -2.29246 -0.83088 6.89044 1.1 0.8 0.8
C -3.76404 -0.83674 6.42391 3.9 0.8 0.2
N -3.99385 -2.16058 5.84818 -1.8 1.2 0.6
C -5.42893 -2.14537 5.43958 0.9 -0.5 -1.8
C -5.81558 -3.21729 4.34893 -0.9 1.2 0.9
O -5.49124 -2.76408 3.01314 -0.3 0.7 2.2
C -5.81970 -3.64544 2.00451 1.5 -0.6 -1.4
H -2.64731 0.22952 9.16564 -0.7 -0.1 0.1
H -1.13318 -0.40616 9.56562 0.3 0.0 0.6
H -2.54557 -1.28889 10.17045 -0.2 0.0 -0.3
H -1.63667 -1.24346 6.12375 -0.1 -0.7 0.2
H -1.86411 0.15838 7.05158 -0.5 0.7 -0.4
H -3.75654 -0.04799 5.67164 -0.6 -0.1 -0.1
H -4.16668 -0.46991 7.36807 -1.7 -0.4 -0.1
H -3.92671 -2.68299 6.70996 0.0 -1.1 -0.1
H -5.58774 -1.22784 4.87299 0.0 0.3 0.2
H -6.02611 -2.07587 6.34878 -0.7 -0.6 -0.3
H -6.90518 -3.24652 4.35410 -0.2 -0.4 0.3
H -5.43493 -4.19239 4.65286 0.4 -0.2 -0.6
H -5.41714 -3.16933 1.11044 0.5 -0.3 -0.1
H -6.81451 -3.88141 1.62667 -0.9 0.3 1.3
H -5.28525 -4.56926 2.22592 -0.1 -0.4 -0.5
O -6.73500 4.20173 -3.77958 0.0 0.2 -0.1
H -7.54201 3.77144 -3.49704 -0.2 -0.1 0.1
H -6.06308 3.52403 -3.70551 0.2 -0.2 0.0
C 1.86756 -5.64099 3.14735 0.3 0.3 0.3
C 3.17727 -5.23993 3.84452 -2.2 0.0 -0.3
O 3.97013 -4.68015 2.85090 1.2 0.1 -0.4
H 1.12787 -5.81335 3.92918 -0.2 -0.4 -0.2
H 1.98307 -6.47547 2.45569 0.0 -0.2 0.3
H 1.52255 -4.80628 2.53716 0.0 0.1 0.1
H 3.58235 -6.09468 4.38619 0.5 0.0 -0.1
H 2.88688 -4.46719 4.55632 0.2 0.0 0.4
H 4.72749 -4.27007 3.27499 0.2 0.1 -0.2
C -0.31077 0.64123 -9.11753 0.0 -0.8 0.2
C 0.87245 0.83354 -10.04433 -1.6 -0.9 0.1
O 1.03786 2.18594 -10.44588 0.3 -0.7 0.2
H -1.31763 0.72860 -9.52584 0.1 1.5 -0.1
H -0.07323 1.12108 -8.16810 -0.8 0.1 0.0
H -0.43606 -0.42952 -8.95660 0.9 -0.4 0.5
H 0.63757 0.17116 -10.87750 0.4 0.2 -0.6
H 1.71175 0.38146 -9.51586 0.5 0.5 -0.1
H 1.79309 2.13354 -11.03621 0.1 0.5 -0.2
C 4.74091 0.27919 -2.97408 1.6 0.0 -0.4
C 4.19439 -1.12538 -2.95070 -1.1 0.9 0.0
O 5.05608 -1.96102 -3.65210 1.6 -0.7 -0.5
H 4.84902 0.60290 -4.00927 0.0 0.1 0.0
H 5.75181 0.13467 -2.59289 0.3 0.3 -0.1
H 4.35396 1.11145 -2.38611 -0.8 -0.6 0.1
H 3.29278 -1.17453 -3.56126 -0.9 0.1 1.0
H 4.15585 -1.44509 -1.90935 -0.8 -0.1 0.0
H 4.79814 -2.86558 -3.46016 0.1 0.0 -0.1
C -1.22963 -0.20709 0.59004 2.3 -0.4 -0.2
C -1.76290 -0.58361 -0.77727 -1.4 0.1 1.3
O -3.12534 -0.10020 -0.75194 0.0 0.2 -1.4
H -0.90500 0.82571 0.71669 -1.2 0.4 -0.1
H -0.23458 -0.62538 0.74172 0.2 -0.8 0.0
H -1.83626 -0.61315 1.39949 -0.2 0.4 -0.1
H -1.73066 -1.66452 -0.91397 -0.1 -0.2 0.1
H -1.26355 -0.16709 -1.65206 -0.1 0.4 0.3
H -3.70887 -0.62937 -0.20324 0.4 -0.3 0.1
C -1.13170 -7.43561 -4.89590 0.1 0.6 1.2
C -0.53518 -6.89391 -6.19730 -0.4 -0.5 1.1
O 0.41412 -5.84754 -5.99778 -0.6 -0.2 0.3
H -1.79019 -6.71664 -4.40849 -0.3 0.2 -0.4
H -0.39479 -7.56129 -4.10264 0.5 -0.4 -0.2
H -1.67964 -8.37545 -4.96337 0.1 0.0 -0.4
H -1.41711 -6.49219 -6.69622 0.6 -0.1 -0.9
H -0.00309 -7.73298 -6.64557 -0.4 0.1 -0.8
H 0.84599 -6.11191 -5.18219 0.4 0.3 0.1
```
Forces are in eV/Å.

Atom charges from the Löwdin analysis, given in e for atoms 1 to 6: atom 1 (C): -0.0767, atom 2 (O): -0.2254, atom 3 (C): -0.2089, atom 4 (C): -0.2480, atom 5 (N): -0.0581, atom 6 (C): -0.2055


No. 2
# C29H32N6OPdS

A molecular structure, C29H32N6OPdS (ωB97M-V/def2-TZVPD, OMol25).

Relative energy (zero: lowest compared OMol25 entry of this formula, charge and spin)   0.7128 eV
F_max   0.61 eV/Å
Net charge   +4
Frontier orbital gap (spin up / spin down)   6.73 / 4.20 eV
⟨S²⟩   6.034
Multiplicity   5

```
70
Properties=species:S:1:pos:R:3:forces:R:3
Pd 0.67486 0.10781 0.39642 0.3 -0.3 0.1
C 3.59140 -0.26761 1.19372 0.0 -0.1 0.0
N 2.28745 -0.93910 1.46434 0.0 0.0 0.1
C 1.91944 -0.87469 2.89684 0.0 0.0 0.0
C 1.56434 0.54336 3.27104 0.0 -0.1 -0.2
C 1.97024 1.12733 4.45451 0.0 0.0 0.1
C 1.59056 2.43625 4.72647 0.0 0.0 0.0
C 0.83391 3.12506 3.79000 0.0 0.0 0.1
C 0.47563 2.47738 2.62387 0.0 -0.1 0.0
N 0.81904 1.20777 2.36707 -0.2 0.2 0.2
C 2.25053 -2.31423 0.91708 0.0 0.0 0.0
C 2.21957 -2.26209 -0.59021 -0.1 0.1 0.1
C 2.97195 -3.10491 -1.38230 0.0 -0.1 0.0
C 2.87891 -2.99179 -2.76470 0.0 0.0 0.0
C 2.04336 -2.02523 -3.30417 0.0 -0.1 0.0
C 1.32725 -1.21251 -2.44673 0.0 0.0 0.1
N 1.39899 -1.33076 -1.11520 0.0 -0.1 -0.2
C 3.50542 1.01546 0.40519 0.0 0.0 0.0
C 4.63877 1.79245 0.22058 0.0 0.0 0.0
C 4.54814 2.95108 -0.52961 0.0 0.0 0.0
C 3.32088 3.30797 -1.07885 0.0 0.0 0.0
C 2.23747 2.49106 -0.85301 0.0 -0.1 0.0
N 2.33177 1.36437 -0.12596 0.0 0.3 -0.2
H 4.09051 -0.06964 2.14399 0.0 0.0 0.0
H 4.23223 -0.96609 0.65222 0.0 0.0 0.0
H 1.06039 -1.53221 3.05129 0.0 0.0 0.0
H 2.72598 -1.26193 3.52375 0.0 0.0 0.0
H 2.57447 0.56915 5.15812 0.0 0.0 0.0
H 1.89238 2.91246 5.65000 0.0 0.0 0.0
H 0.53468 4.15082 3.95486 0.0 0.0 0.0
H -0.08635 2.99529 1.85482 0.0 0.0 0.0
H 3.09717 -2.90376 1.27658 0.0 0.0 0.0
H 1.34157 -2.79299 1.29083 0.0 0.0 0.0
H 3.62559 -3.83914 -0.92904 0.0 0.0 0.0
H 3.46027 -3.64101 -3.40614 0.0 0.0 0.0
H 1.95694 -1.89882 -4.37415 0.0 0.0 0.0
H 0.67869 -0.43235 -2.82456 0.0 0.0 0.0
H 5.58121 1.48987 0.65947 0.0 0.0 0.0
H 5.42205 3.56987 -0.68497 0.0 0.0 0.0
H 3.21116 4.20566 -1.67083 0.0 0.0 0.0
H 1.26131 2.72319 -1.25953 0.0 0.0 0.0
C -2.74245 -4.96950 0.22219 0.0 0.0 -0.1
C -2.67136 -3.48602 -0.11037 0.2 0.1 0.1
C -3.79886 -2.71756 0.55832 0.0 0.1 -0.1
N -3.71947 -1.24881 0.30271 -0.1 -0.1 0.0
C -2.75761 -0.48162 0.68254 0.2 0.0 0.1
S -1.38193 -1.10207 1.54151 0.0 0.3 -0.2
N -2.81782 0.90476 0.41607 0.0 -0.3 0.1
C -2.28153 1.26993 -0.89169 -0.3 0.3 -0.5
O -1.10720 1.17088 -1.13092 -0.1 0.0 0.0
C -3.26500 1.84081 -1.87585 0.4 -0.1 0.1
C -4.49714 2.30206 -1.50030 -0.5 0.2 -0.2
C -5.37033 2.94321 -2.48273 0.2 -0.2 0.2
C -4.96799 3.11558 -3.81060 -0.1 0.0 0.1
C -3.73202 2.65327 -4.18631 0.3 -0.2 0.2
C -2.86181 2.03621 -3.21610 -0.1 0.1 -0.2
H -1.90297 -5.50219 -0.21907 0.0 0.0 0.0
H -3.65621 -5.40269 -0.18766 0.0 0.0 0.0
H -2.73504 -5.14365 1.29829 0.0 0.0 0.0
H -2.67809 -3.31325 -1.18930 0.0 0.0 0.0
H -1.70206 -3.07435 0.25481 -0.1 -0.1 0.0
H -3.78418 -2.84447 1.64400 0.0 0.0 0.0
H -4.77291 -3.03415 0.19161 0.0 0.0 0.0
H -4.51918 -0.80544 -0.14034 0.0 0.0 0.0
H -2.26567 1.40060 1.11720 -0.1 0.1 0.0
H -4.83896 2.23115 -0.47449 0.0 0.0 0.0
H -6.35001 3.27807 -2.15879 0.0 0.0 0.0
H -5.62835 3.59547 -4.52258 0.0 0.0 0.0
H -3.38493 2.74938 -5.20823 0.0 0.0 0.0
H -1.86903 1.73160 -3.52700 0.0 0.0 0.0
```
Forces are in eV/Å.

Atom charges from the Löwdin analysis, given in e for atoms 1 to 6: atom 1 (Pd): 0.9062, atom 2 (C): -0.0569, atom 3 (N): -0.2146, atom 4 (C): -0.1113, atom 5 (C): -0.2598, atom 6 (C): 0.0345


No. 3
# C5H13N2

A gas-phase ion, C5H13N2 (charge +1) (ωB97M-V/def2-TZVPD, OMol25).

Structure (SMILES)   C[C@@H]([NH3+])C/C=C/N
Relative energy (zero: lowest compared OMol25 entry of this formula, charge and spin)   1.3394 eV
F_max   0.88 eV/Å
Net charge   +1
Frontier orbital gap   8.69 eV

```
20
Properties=species:S:1:pos:R:3:forces:R:3
C 1.61567 -2.08492 0.92705 -0.2 -0.1 -0.3
C 0.87086 -0.84473 0.50994 -0.3 0.4 0.1
C -0.24377 -1.01309 -0.51355 0.4 -0.6 0.4
C -0.91552 0.28464 -0.83215 -0.4 -0.3 -0.5
C -1.45669 1.13424 0.05502 -0.3 0.0 -0.3
N -2.12187 2.26192 -0.30665 -0.4 0.5 0.5
N 1.82585 0.20432 -0.02842 0.2 0.3 -0.3
H 1.99173 -2.63317 0.06274 0.3 0.1 -0.1
H 2.41438 -1.86075 1.63217 0.1 -0.1 0.0
H 0.91198 -2.76921 1.38898 -0.1 0.0 0.3
H 0.44714 -0.33222 1.37554 0.1 -0.1 0.2
H 0.20869 -1.49145 -1.38873 -0.2 0.2 -0.2
H -0.92056 -1.77138 -0.10753 -0.1 0.1 0.0
H -1.21572 0.41660 -1.86732 0.3 0.2 -0.1
H -1.45913 0.95955 1.12304 0.4 0.0 0.2
H -2.51512 2.34941 -1.23045 0.2 0.0 0.0
H -2.55322 2.83118 0.41104 0.1 -0.3 -0.3
H 1.26239 0.99784 -0.38120 -0.1 0.0 0.4
H 2.47152 0.49239 0.70698 0.0 0.2 -0.2
H 2.37224 -0.06824 -0.84719 0.1 -0.5 0.1
```
Forces are in eV/Å.

Atom charges from the Löwdin analysis, given in e for atoms 1 to 6: atom 1 (C): -0.0311, atom 2 (C): -0.3664, atom 3 (C): -0.1735, atom 4 (C): -0.1450, atom 5 (C): -0.2125, atom 6 (N): 0.0735


No. 4
# C3H9N4

A gas-phase ion, C3H9N4 (charge +1) (ωB97M-V/def2-TZVPD, OMol25).

Structure (SMILES)   C=N/C=[NH+]\NCN
Relative energy (zero: lowest compared OMol25 entry of this formula, charge and spin)   2.7655 eV
F_max   0.75 eV/Å
Net charge   +1
Frontier orbital gap   9.75 eV

```
16
Properties=species:S:1:pos:R:3:forces:R:3
C -0.21122 -2.15279 -0.62609 0.1 0.4 0.2
C 1.15755 -1.03690 -2.16027 0.4 -0.3 -0.5
C -0.34806 1.15463 0.32894 -0.2 0.1 0.0
N 0.31269 -1.89603 -1.76795 -0.3 -0.3 -0.6
N -0.18991 -1.19000 0.29693 -0.2 0.0 0.3
N -0.92560 0.96012 1.64322 0.0 0.2 0.1
N 0.48147 -0.00747 0.00566 0.3 0.1 0.0
H -0.74626 -3.07353 -0.44510 0.0 0.0 0.2
H 2.15735 -0.96100 -1.74708 0.0 0.0 0.2
H 0.97332 -0.53732 -3.10484 0.0 0.2 0.0
H 0.28535 2.04390 0.21021 -0.1 -0.2 0.0
H -1.15760 1.20102 -0.40664 0.1 0.1 0.1
H -0.91257 -1.08428 1.01864 0.2 -0.1 -0.1
H -1.73849 1.54153 1.78879 -0.1 0.0 0.0
H -0.26100 1.16857 2.38222 -0.1 0.0 0.0
H 1.37281 0.02541 0.49723 -0.2 -0.1 0.0
```
Forces are in eV/Å.

Atom charges from the Löwdin analysis, given in e for atoms 1 to 6: atom 1 (C): -0.0866, atom 2 (C): 0.1130, atom 3 (C): -0.2456, atom 4 (N): 0.0760, atom 5 (N): 0.0413, atom 6 (N): 0.0175


No. 5
# C8H6BrN4O

A molecular structure, C8H6BrN4O in a non-equilibrium geometry (ωB97M-V/def2-TZVPD, OMol25).

Relative energy (zero: lowest compared OMol25 entry of this formula, charge and spin)   5.6604 eV
F_max   4.98 eV/Å
Net charge   +1
Frontier orbital gap (spin up / spin down)   5.41 / 5.41 eV

```
20
Properties=species:S:1:pos:R:3:forces:R:3
C -1.67444 -2.08659 -1.76795 -2.0 -1.7 0.0
C 1.62070 0.57795 0.30544 0.1 0.3 -1.5
C 2.15013 -0.40679 1.16310 -0.5 -1.5 -0.3
C 2.34162 -1.47455 1.74096 -1.7 4.1 -0.6
C 0.37306 0.36758 -0.38679 -0.9 -1.9 -1.1
C 2.98982 -2.57167 1.88847 1.9 -2.6 0.2
C 2.13084 2.01052 0.44099 0.8 -0.2 1.6
C -0.26160 1.54570 -1.00496 -1.3 -0.6 2.6
N -0.98148 -1.18257 -1.38060 -0.7 2.5 -1.3
N 3.60150 -3.54351 1.97284 2.7 -2.3 -0.8
N -0.04031 -0.88771 -0.61686 3.9 0.5 3.1
N -2.46343 -2.91076 -2.08530 -1.4 -0.8 -0.8
O 1.68734 2.98528 -0.06899 0.1 0.3 -0.2
Br 3.51516 0.26068 -1.40637 -0.9 0.0 1.1
H 2.93230 2.06957 1.19926 0.2 0.0 -0.2
H -0.61979 2.11871 -0.09273 0.1 -0.1 -1.5
H 0.54140 2.06183 -1.43048 0.3 1.2 -1.4
H -1.09330 1.19709 -1.59065 -0.2 0.3 -0.6
H 4.43778 -4.19242 1.66197 -2.6 1.8 1.0
H -3.42545 -3.15951 -2.44234 2.0 0.8 0.6
```
Forces are in eV/Å.

Atom charges from the Löwdin analysis, given in e for atoms 1 to 6: atom 1 (C): -0.2006, atom 2 (C): -0.3095, atom 3 (C): 0.0716, atom 4 (C): 0.0740, atom 5 (C): -0.2879, atom 6 (C): -0.0691